9
Properties=species:S:1:pos:R:3 method="wB97M-V/def2-TZVPD" lumo_ev=0.37 e_above_lowest_kcal_mol=24.8 homo_lumo_gap_ev=10.24 spin_multiplicity=1 mol_weight_g_mol=101.13
H -0.91 1.39 1.96
N -0.05 1.15 1.45
C -0.18 0.40 0.47
C -1.38 -0.39 0.18
N -2.23 -1.17 -0.06
N 0.92 0.10 -0.32
S 1.06 -0.34 -1.94
H 1.77 0.51 0.09
H 1.00 -1.65 -1.84

***

63
Properties=species:S:1:pos:R:3 method="wB97M-V/def2-TZVPD" lumo_ev=-1.76 homo_lumo_gap_ev=6.71 spin_multiplicity=1 mol_weight_g_mol=389.51
C 3.34 4.00 -1.38
C 1.98 4.42 -0.54
C 1.12 5.63 -1.26
N 0.56 5.25 -2.61
C -0.85 4.68 -2.37
C -2.06 5.78 -2.23
C -3.61 5.27 -2.01
C -3.86 3.65 -1.93
C -2.65 2.50 -2.01
N -3.09 1.07 -1.87
C -1.87 0.20 -1.93
F -2.10 -1.28 -1.78
C -0.33 0.68 -2.16
N 0.04 2.12 -2.34
C -1.14 3.05 -2.24
H 3.07 3.60 -2.46
H 3.84 3.11 -0.78
H 4.12 4.86 -1.46
H 1.32 3.46 -0.40
H 2.29 4.83 0.53
H 0.19 5.84 -0.55
H 1.73 6.64 -1.38
H 1.16 4.56 -3.11
H -1.78 6.92 -2.29
H -4.52 6.01 -1.90
H -4.99 3.29 -1.79
H 0.52 -0.14 -2.20
C -3.04 -3.33 0.87
C -1.81 -3.27 1.75
O -0.68 -3.76 1.04
H -3.24 -4.36 0.55
H -3.92 -2.96 1.41
H -2.90 -2.74 -0.04
H -1.94 -3.88 2.64
H -1.60 -2.24 2.06
H -0.57 -3.21 0.25
C -1.04 -4.71 5.20
C -0.76 -5.15 6.62
O -1.63 -6.21 6.98
H -2.08 -4.38 5.10
H -0.38 -3.89 4.91
H -0.90 -5.54 4.50
H -0.92 -4.32 7.32
H 0.27 -5.49 6.73
H -1.47 -6.94 6.36
C 0.65 3.50 -6.94
C 1.61 4.67 -6.89
O 1.13 5.65 -5.98
H -0.34 3.83 -7.25
H 1.01 2.74 -7.64
H 0.55 3.05 -5.95
H 1.70 5.13 -7.88
H 2.61 4.35 -6.57
H 1.07 5.23 -5.11
C 3.66 -7.35 4.57
C 2.22 -6.86 4.61
O 2.07 -5.88 5.62
H 3.95 -7.77 5.53
H 3.79 -8.11 3.79
H 4.34 -6.52 4.37
H 1.55 -7.69 4.83
H 1.93 -6.43 3.65
H 2.67 -5.15 5.41

***

95
Properties=species:S:1:pos:R:3 method="wB97M-V/def2-TZVPD" lumo_ev=-1.74 e_above_lowest_kcal_mol=0.0 homo_lumo_gap_ev=6.76 spin_multiplicity=1 mol_weight_g_mol=1061.51
Ti -1.47 2.19 -0.37
C -3.53 -1.09 1.83
C -2.88 0.16 1.36
N -2.97 0.63 0.17
O -3.74 -0.07 -0.68
B -4.61 0.77 -1.57
F -5.24 -0.09 -2.42
F -5.45 1.54 -0.77
O -3.78 1.70 -2.42
N -3.15 2.63 -1.65
C -3.69 3.79 -1.62
C -4.88 4.17 -2.42
C -3.05 4.72 -0.66
N -2.25 4.11 0.12
O -1.47 4.82 0.96
B -1.69 4.43 2.40
F -3.05 4.48 2.67
F -0.92 5.27 3.16
O -1.19 3.03 2.63
N -1.77 2.15 1.81
C -2.13 1.03 2.31
C -1.90 0.64 3.73
C -3.33 6.17 -0.62
H -4.29 -1.40 1.12
H -3.97 -0.93 2.82
H -2.77 -1.87 1.93
H -4.91 3.60 -3.34
H -4.88 5.24 -2.62
H -5.78 3.91 -1.85
H -1.02 1.16 4.10
H -1.76 -0.44 3.80
H -2.75 0.93 4.35
H -3.02 6.62 -1.56
H -2.80 6.63 0.20
H -4.41 6.34 -0.50
Se -0.16 -3.39 2.27
P 1.60 -2.30 1.86
C 2.72 -3.14 0.71
C 2.71 -4.53 0.64
C 3.55 -5.18 -0.24
C 4.40 -4.45 -1.06
C 4.42 -3.06 -0.99
C 3.59 -2.41 -0.09
C 2.61 -1.92 3.31
C 2.24 -2.42 4.56
C 3.03 -2.17 5.67
C 4.20 -1.43 5.53
C 4.57 -0.93 4.29
C 3.78 -1.18 3.18
C 1.22 -0.68 1.15
C 0.49 -0.29 0.04
N 0.20 1.02 0.23
N 0.77 1.42 1.36
N 1.36 0.42 1.94
P 0.15 -0.90 -1.60
Se -1.21 0.53 -2.47
C -0.49 -2.58 -1.54
C -1.87 -2.75 -1.37
C -2.38 -4.03 -1.21
C -1.52 -5.12 -1.24
C -0.16 -4.95 -1.42
C 0.36 -3.68 -1.57
C 1.71 -0.90 -2.51
C 1.90 -1.77 -3.58
C 3.06 -1.67 -4.35
C 4.00 -0.70 -4.05
C 3.79 0.18 -3.00
C 2.65 0.08 -2.23
H 2.01 -5.08 1.25
H 3.54 -6.26 -0.30
H 5.05 -4.96 -1.76
H 5.08 -2.48 -1.63
H 3.60 -1.33 -0.04
H 1.33 -2.99 4.64
H 2.74 -2.55 6.63
H 4.82 -1.23 6.40
H 5.47 -0.34 4.19
H 4.07 -0.77 2.22
H -2.53 -1.89 -1.36
H -3.44 -4.16 -1.08
H -1.93 -6.12 -1.11
H 0.50 -5.80 -1.44
H 1.43 -3.55 -1.71
H 1.16 -2.52 -3.83
H 3.21 -2.35 -5.18
H 4.90 -0.62 -4.65
H 4.52 0.95 -2.77
H 2.47 0.79 -1.42
Cl 2.31 3.32 -2.78
C 1.31 4.72 -2.33
C -0.14 4.31 -2.10
O -1.05 4.88 -2.65
O -0.28 3.32 -1.26
H 1.35 5.45 -3.13
H 1.71 5.13 -1.40

***

8
Properties=species:S:1:pos:R:3 method="wB97M-V/def2-TZVPD" lumo_ev=3.78 charge=-1 e_above_lowest_kcal_mol=4.6 homo_lumo_gap_ev=7.23 spin_multiplicity=1 mol_weight_g_mol=117.11
O -1.07 2.43 -1.16
C -1.14 1.55 -0.38
C -1.09 0.59 0.47
S 0.62 0.28 0.94
C 1.44 -1.45 -0.15
O 2.59 -1.47 0.13
O 0.55 -1.95 -0.75
H -1.88 0.02 0.92

***

76
Properties=species:S:1:pos:R:3 method="wB97M-V/def2-TZVPD" lumo_ev="-6.04 / -6.93" charge=+2 e_above_lowest_kcal_mol=21.9 homo_lumo_gap_ev="6.94 / 6.56" spin_multiplicity=4 mol_weight_g_mol=841.06
Re -1.35 0.60 -0.24
C -2.83 3.64 2.63
C -2.37 2.94 1.40
N -1.95 1.71 1.45
N -2.02 1.10 2.70
C -2.07 -0.17 2.67
S -2.04 -1.12 1.19
S -2.22 -1.10 4.16
C -0.68 -0.63 4.99
C 0.56 -1.01 4.25
C 1.65 -0.15 4.24
C 2.85 -0.53 3.65
C 2.97 -1.78 3.07
C 1.88 -2.64 3.06
C 0.69 -2.26 3.65
C -2.40 3.63 0.10
C -2.26 5.03 0.05
C -2.33 5.72 -1.14
C -2.61 5.03 -2.33
C -2.76 3.66 -2.32
C -2.63 2.94 -1.12
O -2.74 1.61 -1.18
H -3.55 3.01 3.15
H -3.28 4.60 2.40
H -1.99 3.78 3.32
H -0.76 -1.17 5.94
H -0.70 0.43 5.22
H 1.57 0.82 4.72
H 3.69 0.14 3.69
H 3.91 -2.10 2.66
H 1.98 -3.63 2.63
H -0.15 -2.95 3.66
H -2.07 5.58 0.97
H -2.21 6.79 -1.16
H -2.71 5.57 -3.25
H -2.98 3.11 -3.23
N 0.68 3.36 -1.16
C 0.82 2.33 -2.00
N 1.79 2.43 -2.90
C 1.87 1.45 -3.80
N 2.83 1.48 -4.71
N 1.00 0.40 -3.86
C 0.12 0.37 -2.90
N -0.01 1.26 -1.89
C -0.88 -0.72 -2.92
C -1.04 -1.54 -4.03
C -2.06 -2.47 -4.02
C -2.89 -2.55 -2.91
C -2.66 -1.71 -1.84
N -1.66 -0.82 -1.83
H 1.27 4.16 -1.31
H -0.09 3.43 -0.52
H 3.45 2.27 -4.75
H 2.86 0.78 -5.43
H -0.38 -1.41 -4.87
H -2.22 -3.12 -4.88
H -3.71 -3.25 -2.87
H -3.28 -1.75 -0.95
N 2.70 -0.41 -0.29
C 1.62 -0.64 0.45
S 0.73 0.71 1.08
N 1.21 -1.86 0.73
C 1.75 -3.09 0.31
C 3.12 -3.33 0.29
C 3.58 -4.57 -0.12
C 2.68 -5.57 -0.48
C 1.32 -5.33 -0.43
C 0.85 -4.09 -0.04
H 2.95 0.55 -0.49
H 3.28 -1.16 -0.64
H 0.41 -1.90 1.36
H 3.82 -2.59 0.65
H 4.64 -4.76 -0.14
H 3.05 -6.54 -0.79
H 0.62 -6.11 -0.69
H -0.22 -3.89 0.00

***

118
Properties=species:S:1:pos:R:3 method="wB97M-V/def2-TZVPD" lumo_ev=3.70 charge=-2 e_above_lowest_kcal_mol=0.0 homo_lumo_gap_ev=4.92 spin_multiplicity=1 mol_weight_g_mol=1097.39
Rb -0.73 -0.03 -0.37
C -5.22 5.16 -3.53
C -4.98 5.54 -2.21
C -4.02 4.88 -1.45
C -3.27 3.84 -2.00
C -3.52 3.46 -3.33
C -4.48 4.12 -4.08
C -2.23 3.12 -1.21
C -2.65 2.48 -0.02
C -4.04 2.31 0.39
C -4.01 1.70 1.60
C -2.60 1.48 1.91
C -2.10 0.85 3.08
C -3.07 0.66 4.22
C -4.14 -0.23 4.13
C -5.02 -0.41 5.19
C -4.86 0.31 6.37
C -3.80 1.21 6.46
C -2.93 1.39 5.40
C -0.79 0.38 3.28
N 0.18 0.32 2.33
C 1.25 -0.25 2.90
C 2.51 -0.43 2.27
C 3.59 -1.08 3.08
C 4.21 -2.26 2.67
C 5.22 -2.86 3.41
C 5.65 -2.28 4.60
C 5.06 -1.09 5.02
C 4.06 -0.50 4.27
C 2.88 0.07 1.00
C 4.27 0.06 0.51
C 4.27 0.82 -0.60
C 2.90 1.31 -0.79
N 2.09 0.77 0.16
C 2.52 2.25 -1.76
C 1.21 2.79 -1.95
C 0.89 3.93 -2.81
C -0.44 4.14 -2.68
C -0.92 3.16 -1.72
N 0.11 2.36 -1.32
C 3.60 2.84 -2.63
C 4.70 3.50 -2.07
C 5.69 4.04 -2.87
C 5.61 3.95 -4.26
C 4.51 3.31 -4.83
C 3.52 2.77 -4.02
C 0.95 -0.64 4.29
C -0.32 -0.24 4.53
N -1.83 1.97 0.92
H -5.97 5.68 -4.12
H -5.55 6.35 -1.76
H -3.83 5.17 -0.43
H -2.97 2.61 -3.73
H -4.67 3.81 -5.10
H -4.91 2.59 -0.18
H -4.86 1.42 2.20
H -4.27 -0.79 3.22
H -5.84 -1.11 5.09
H -5.54 0.18 7.19
H -3.66 1.79 7.37
H -2.11 2.10 5.47
H 3.88 -2.71 1.74
H 5.67 -3.78 3.06
H 6.44 -2.74 5.18
H 5.40 -0.62 5.94
H 3.61 0.43 4.59
H 5.11 -0.43 0.97
H 5.12 1.05 -1.23
H 1.58 4.51 -3.41
H -1.03 4.92 -3.15
H 4.76 3.58 -0.99
H 6.54 4.55 -2.42
H 6.38 4.37 -4.89
H 4.42 3.24 -5.90
H 2.66 2.28 -4.46
H 1.61 -1.14 4.97
H -0.88 -0.36 5.44
C -3.62 -2.83 0.92
P -1.81 -2.76 1.29
C -1.86 -3.01 3.11
C -1.31 -4.47 0.75
C -1.88 -5.62 1.32
C -1.46 -6.89 0.97
C -0.44 -7.05 0.04
C 0.13 -5.93 -0.54
C -0.30 -4.64 -0.21
P 0.41 -3.15 -1.07
C 2.20 -3.41 -0.70
C 0.36 -3.72 -2.81
H -4.13 -3.67 1.41
H -3.76 -2.90 -0.16
H -4.07 -1.89 1.25
H -2.42 -3.90 3.42
H -2.32 -2.13 3.56
H -0.84 -3.06 3.50
H -2.67 -5.51 2.06
H -1.93 -7.76 1.43
H -0.10 -8.04 -0.24
H 0.92 -6.06 -1.27
H 2.59 -4.37 -1.05
H 2.34 -3.33 0.37
H 2.78 -2.60 -1.17
H 0.69 -4.75 -2.95
H 1.02 -3.07 -3.40
H -0.65 -3.57 -3.20
Br 3.74 -0.84 -3.82
C 2.05 -0.32 -4.47
C 1.93 0.10 -5.79
N 0.77 0.46 -6.32
C -0.32 0.36 -5.54
C -0.30 -0.10 -4.23
C 0.93 -0.41 -3.67
C -1.62 -0.33 -3.49
O -2.60 0.33 -3.89
O -1.55 -1.18 -2.56
H 2.82 0.16 -6.41
H -1.27 0.64 -5.97
H 1.00 -0.73 -2.63